No. 1
Below is C23H48IrNO2P3 as an isolated structure, with properties calculated with the ωB97M-V functional and the def2-TZVPD basis.

The LUMO energy (alpha / beta) is -8.37 / -12.79 eV. As for the charge: +3. The calculation puts the electronic energy at -2237.7399 Eh. The expectation value of S² is 6.027. For the relative energy (zero: lowest compared OMol25 entry of this formula, charge and spin), the calculation gives 19.5 kcal per mole. The HOMO-LUMO gap (alpha / beta) comes out at 4.98 / 4.34 eV. As for the spin multiplicity: 5. As for the HOMO energy (alpha / beta): -13.34 / -17.14 eV.

```
78
Properties=species:S:1:pos:R:3:forces:R:3
Ir -0.443690 0.776503 0.147398 -0.8 1.8 -0.5
P -0.848583 2.809251 -0.974382 0.1 0.8 -0.2
P -1.168430 1.130218 2.408909 0.1 0.8 2.6
P -2.450197 -0.075735 -0.314931 -3.5 -0.8 0.2
H 1.473527 -1.129183 -0.242601 -0.3 0.1 0.2
C 0.552732 -0.778796 -0.706858 1.4 -1.0 -1.9
C 0.660332 0.383760 -1.558895 1.6 -1.2 -1.0
H 1.629683 0.908541 -1.610919 -0.5 -0.4 0.0
C 0.705261 3.738407 -1.152064 0.0 0.1 0.1
C -1.988090 3.953118 -0.137137 0.0 0.1 0.0
C -1.474732 2.679677 -2.700795 0.0 -0.1 0.1
C -0.881517 -0.441494 3.327543 -0.1 -0.2 0.1
C -0.166052 2.332395 3.368893 0.1 0.3 0.0
C -2.857096 1.611774 2.997295 -0.1 0.1 -0.2
C -2.596437 -0.740820 -2.010714 -0.1 -0.2 -0.3
C -3.907524 1.034449 -0.180475 -0.3 -0.5 -0.2
C -2.882362 -1.497781 0.762605 -0.2 -0.3 -0.3
H -0.133146 -1.575584 -1.008926 0.3 0.3 0.1
H 0.116854 0.371272 -2.514446 0.1 0.2 0.6
H 1.333521 3.267958 -1.915170 -0.1 0.1 0.1
H 1.250221 3.729322 -0.201809 -0.1 0.0 -0.2
H 0.491419 4.775769 -1.441905 0.0 -0.2 0.0
H -1.577993 4.220247 0.843908 0.0 0.0 -0.2
H -2.979551 3.510535 0.004262 0.3 0.1 -0.1
H -2.090432 4.861923 -0.747606 0.0 -0.2 0.2
H -1.106269 1.762970 -3.172664 -0.1 0.3 0.1
H -1.096697 3.531372 -3.286095 -0.2 -0.2 0.3
H -2.572777 2.679422 -2.733958 0.3 0.0 0.0
H -1.821571 -0.799344 3.764344 0.2 0.1 0.0
H -0.163144 -0.260857 4.135791 -0.2 -0.1 -0.2
H -0.486482 -1.223199 2.670703 -0.1 0.1 0.2
H -0.796672 2.818776 4.127307 0.3 -0.2 -0.2
H 0.246651 3.100445 2.705087 0.0 -0.1 0.2
H 0.660496 1.818346 3.875752 -0.2 0.2 -0.2
H -3.538658 0.750455 3.023234 0.1 0.3 -0.1
H -3.283568 2.403223 2.368241 0.1 -0.2 0.3
H -2.774713 2.016620 4.018888 0.0 -0.3 -0.4
H -3.659679 -0.905384 -2.237532 0.3 0.0 0.1
H -2.066154 -1.697598 -2.111182 -0.1 0.3 0.1
H -2.194052 -0.036175 -2.748722 -0.1 -0.2 0.2
H -4.826981 0.457364 -0.357100 0.2 0.2 0.0
H -3.863442 1.840243 -0.923085 0.0 -0.3 0.1
H -3.966297 1.469328 0.821980 0.0 -0.2 -0.4
H -3.720291 -2.054368 0.318098 0.1 0.1 0.2
H -3.177658 -1.175152 1.770543 0.1 0.0 -0.4
H -2.022953 -2.175725 0.848278 -0.2 0.2 0.0
C -0.314215 -2.963735 -4.122063 0.7 0.3 -0.7
C -0.533353 -3.669635 -2.931816 0.9 1.8 -0.8
C -1.077367 -4.956164 -2.979411 -0.9 -2.1 -0.9
C -1.359215 -5.556813 -4.210147 0.0 0.1 0.7
C -1.168263 -4.829068 -5.392363 -0.9 -1.9 0.3
C -0.675681 -3.523501 -5.364644 1.0 2.4 1.1
O 0.440075 -1.806929 -4.043857 -0.8 -0.9 0.5
H 0.003998 -1.078915 -4.485220 -0.1 0.3 -0.5
H -0.223840 -3.208667 -1.992752 -0.1 -0.3 -0.3
H -1.262397 -5.463912 -2.032607 0.0 -0.1 -0.4
H -1.742893 -6.570529 -4.264966 0.1 0.2 0.1
H -1.417234 -5.284336 -6.347857 0.0 0.0 0.1
H -0.535625 -2.942837 -6.283657 0.0 -0.3 0.3
O 1.541224 1.168695 1.012402 1.8 -0.4 1.5
C 2.508020 0.648227 1.677072 0.4 1.9 -0.2
C 2.466510 -0.724961 2.278502 -0.4 0.0 0.1
C 3.684422 -1.577549 1.909173 0.1 -0.2 0.2
C 4.897302 -1.274057 2.791972 0.3 -0.1 -0.3
C 5.601173 0.008249 2.368570 0.0 0.0 0.1
C 4.781880 1.263175 2.659751 0.5 0.0 0.2
N 3.582164 1.447233 1.830904 -1.0 -0.6 -0.1
H 2.402946 -0.596852 3.378638 0.1 -0.1 -0.4
H 1.537270 -1.217870 1.957162 0.3 0.3 0.1
H 3.425659 -2.638869 2.005463 -0.1 0.2 0.0
H 3.932526 -1.405466 0.851422 0.0 -0.1 0.2
H 4.597042 -1.190720 3.845926 0.0 -0.1 -0.2
H 5.606981 -2.107043 2.729968 -0.1 0.1 0.0
H 6.553487 0.095132 2.909378 -0.3 0.1 -0.1
H 5.851807 -0.034772 1.300394 0.0 0.0 0.2
H 4.509768 1.296304 3.726369 0.0 0.0 -0.3
H 5.403733 2.136744 2.451015 -0.1 -0.1 0.1
H 3.445289 2.382953 1.448192 0.1 -0.5 0.1
```
Forces are in eV/Å.



No. 2
Below is a 3-piece molecular cluster, C13H25Cl2N4O2 overall, with properties calculated with the ωB97M-V functional and the def2-TZVPD basis.

The LUMO energy is -3.89 eV. As for the charge: +1. The calculation puts the electronic energy at -1799.8378 Eh. The HOMO-LUMO gap comes out at 7.63 eV. As for the spin multiplicity: 1. As for the HOMO energy: -11.52 eV.

```
46
Properties=species:S:1:pos:R:3:forces:R:3
C 0.712514 -0.367724 -0.267416 0.4 -0.3 0.0
C 2.031909 0.443055 0.131644 -0.8 -0.3 0.5
Cl 3.276284 0.189689 -1.218111 -0.9 0.4 1.0
C 1.823464 2.020139 0.349598 1.0 0.1 0.1
N 0.485619 2.538647 -0.041888 0.5 2.3 -3.5
C 0.201143 3.367915 -1.187157 -3.3 -1.2 3.2
N -1.216937 3.710822 -1.212177 3.1 -3.1 3.3
C -1.703282 3.022320 -0.046831 2.7 -0.2 -0.5
N -2.939097 2.913019 0.470390 0.3 0.3 -0.4
Cl -4.270521 3.692315 -0.266875 0.7 -0.3 0.5
N -0.666372 2.335840 0.672238 -1.1 1.8 -2.4
H 0.114843 -0.611751 0.685348 0.8 0.3 -1.5
H 0.059199 0.178109 -1.027445 0.9 -0.6 1.1
H 1.047960 -1.344648 -0.770332 -0.6 1.4 1.0
H 2.441034 0.012543 1.117523 -0.3 0.6 -1.8
H 2.586464 2.549514 -0.322065 -1.3 -0.6 1.0
H 2.037197 2.347134 1.429567 -0.4 -0.6 -1.5
H 0.987530 3.721276 -1.939712 -1.3 -0.7 1.4
H -3.058206 2.331694 1.317154 -0.4 0.7 -0.9
H -0.667261 1.782512 1.534710 -0.1 0.4 -0.6
C -5.411452 0.827377 -2.336221 0.3 0.2 -0.3
C -6.647357 -0.042866 -2.267031 -0.4 0.1 0.1
C -6.110190 -1.300803 -1.613752 0.1 -0.4 -0.1
O -5.033755 -0.894261 -0.755452 0.0 0.4 -0.1
C -4.700654 0.466951 -1.045978 -0.1 -0.3 0.3
H -5.628704 1.893568 -2.419574 0.0 -0.1 0.0
H -4.798642 0.534737 -3.194867 0.0 0.1 0.1
H -7.394765 0.425269 -1.618342 0.0 -0.1 -0.1
H -7.108133 -0.230382 -3.237786 0.0 0.0 0.1
H -5.702750 -1.992694 -2.357946 -0.1 0.0 0.0
H -6.867806 -1.825988 -1.028622 0.1 0.0 0.0
H -5.055213 1.083402 -0.212208 0.0 0.0 0.0
H -3.614390 0.572110 -1.120777 0.0 -0.1 0.0
C 5.678051 -2.572277 0.794171 0.2 0.2 -0.4
C 6.029146 -3.528372 1.913448 -0.1 -0.4 0.1
C 5.704790 -2.705005 3.144652 0.2 0.2 0.3
O 4.630882 -1.824321 2.782582 0.0 -0.1 -0.3
C 4.466545 -1.857925 1.359641 -0.2 0.0 0.3
H 5.475743 -3.065271 -0.158014 0.0 0.0 0.1
H 6.495769 -1.859930 0.644034 -0.1 0.0 0.0
H 5.377299 -4.406805 1.868920 0.1 0.0 0.0
H 7.064644 -3.870766 1.890723 -0.1 0.0 0.0
H 6.557350 -2.087937 3.446533 0.0 -0.1 0.0
H 5.403419 -3.321451 3.994215 -0.1 0.1 0.0
H 3.543392 -2.408712 1.141803 0.0 0.0 -0.1
H 4.363300 -0.840070 0.977687 0.1 -0.1 0.1
```
Forces are in eV/Å.



No. 3
Below is C6H12BrN2Tc as an isolated structure, with properties calculated with the ωB97M-V functional and the def2-TZVPD basis.

The LUMO energy (alpha / beta) is -4.10 / -4.47 eV. As for the charge: +1. The calculation puts the electronic energy at -2999.7214 Eh. The expectation value of S² is 3.776. For the relative energy (zero: lowest compared OMol25 entry of this formula, charge and spin), the calculation gives 34.4 kcal per mole. The HOMO-LUMO gap (alpha / beta) comes out at 6.42 / 7.14 eV. As for the spin multiplicity: 4. As for the HOMO energy (alpha / beta): -10.52 / -11.61 eV.

```
22
Properties=species:S:1:pos:R:3:forces:R:3
C 3.350586 3.389251 -0.980137 -0.7 0.7 -0.8
Tc -0.828680 0.647587 -0.844109 1.8 2.0 -1.8
N 0.828099 -0.131330 -1.830157 2.5 -0.7 -0.9
H 0.454041 1.114615 0.003209 -0.3 0.4 -0.1
H 3.694083 2.695415 -0.235161 0.2 -0.3 0.3
H 3.338270 4.420464 -0.545378 0.1 -0.9 -0.5
H 2.300997 3.113505 -1.266318 0.9 0.3 0.2
H 3.999239 3.339527 -1.887151 -0.5 0.1 0.8
H 0.666695 -0.758633 -2.601300 -0.3 0.0 -0.8
H 1.382040 -0.742636 -1.211277 -0.5 0.4 0.2
H 1.580319 0.508441 -2.148353 -0.8 -0.1 0.0
Br -4.949266 -1.208067 0.752114 0.6 0.2 0.0
C -3.072823 -1.301200 1.006808 -0.2 -0.4 -0.2
C -2.542588 -2.469483 1.604813 0.0 0.9 -0.4
C -1.163171 -2.598685 1.783484 0.5 0.0 0.2
C -0.319626 -1.551730 1.418079 -1.7 0.3 -0.9
N -0.886184 -0.495672 0.776736 1.1 -1.2 2.7
C -2.177438 -0.305506 0.556454 -1.2 -2.1 1.6
H -3.213297 -3.266681 1.917423 0.1 0.2 -0.1
H -0.722907 -3.518954 2.186923 -0.4 0.4 0.0
H 0.757668 -1.559377 1.505118 0.0 0.0 0.1
H -2.476055 0.679147 0.038178 -1.2 -0.4 0.6
```
Forces are in eV/Å.



No. 4
Below is C13H12FeIN2OSbSe4 as an isolated structure, with properties calculated with the ωB97M-V functional and the def2-TZVPD basis.

The LUMO energy (alpha / beta) is 1.80 / 0.08 eV. As for the charge: -1. The calculation puts the electronic energy at -12094.6483 Eh. The expectation value of S² is 8.926. The HOMO-LUMO gap (alpha / beta) comes out at 5.71 / 5.09 eV. As for the spin multiplicity: 6. As for the HOMO energy (alpha / beta): -3.91 / -5.02 eV.

```
35
Properties=species:S:1:pos:R:3:forces:R:3
Fe -0.143600 1.814600 -0.084800 -0.5 -1.7 -0.9
C 3.777500 1.098100 -1.437900 0.2 -0.1 0.1
C 3.082400 1.057900 -2.637900 0.0 0.1 -0.1
C 1.721800 1.337500 -2.680200 -0.1 0.1 0.0
C 1.136600 1.630600 -1.468800 0.4 -0.1 0.1
N 1.808500 1.647800 -0.347800 -0.3 0.0 -0.1
C 3.095500 1.394000 -0.265500 0.3 0.1 -0.2
C -1.512300 1.750400 -1.498100 -1.0 0.0 1.6
C -2.212900 1.767500 -2.676300 0.3 0.1 -0.1
C -3.600900 1.843900 -2.521500 -0.1 0.0 -0.2
C -4.204200 1.912700 -1.275100 -0.2 0.0 0.0
C -3.457900 1.918000 -0.093500 0.1 -0.1 0.2
C -2.108000 1.824700 -0.297200 0.9 -0.2 -1.4
H 4.835300 0.887600 -1.398200 0.1 0.0 0.0
H 3.598500 0.805100 -3.555700 0.1 0.0 0.0
H 1.165600 1.308200 -3.602300 -0.1 0.0 -0.1
H 3.575700 1.449600 0.700500 0.0 -0.1 0.1
H -1.760500 1.745900 -3.657200 0.0 -0.1 -0.1
H -4.213900 1.860900 -3.410700 -0.1 0.0 -0.1
H -5.281300 1.964600 -1.208300 -0.1 0.0 -0.1
H -3.918800 1.996100 0.881300 -0.1 0.0 0.0
Se 0.017700 3.094700 2.299700 0.3 1.2 0.9
Sb -0.210500 4.325800 -0.195100 -1.3 2.0 0.1
Se -0.517700 0.954500 2.058900 -0.3 -0.5 0.5
Se -1.382700 6.432300 0.381100 0.7 -0.8 -0.1
Se 2.084300 5.069700 -0.568600 0.8 0.5 0.0
N -1.496400 -1.526900 -1.493200 -0.1 0.1 -0.1
C -0.462100 -1.576700 -0.585600 -0.1 0.9 -0.2
O 0.091000 -0.506600 -0.213700 0.0 -0.5 -0.2
C -0.054400 -2.829300 -0.122000 0.3 -0.7 0.2
I -2.010700 -3.306500 1.893000 0.0 0.1 0.0
H -1.962800 -0.632800 -1.570200 0.1 -0.1 0.0
H -2.104600 -2.328800 -1.519200 0.0 0.0 0.1
H 0.812400 -2.885700 0.509100 0.1 0.0 0.1
H -0.379400 -3.727700 -0.611100 -0.1 -0.1 -0.1
```
Forces are in eV/Å.